A structure of composition C18H19F2N4O6PPbSTe in a non-equilibrium geometry. Source: the Open Molecules 2025 dataset; level of theory: ωB97M-V/def2-TZVPD.

```
! wB97M-V def2-TZVPD RIJCOSX def2/J DEFGRID3
* xyz -2 1
Pb -0.6419 0.5201 -0.0251
F 4.9667 0.5411 -1.4080
C 4.0765 0.5380 -0.3803
C 2.7385 0.7514 -0.6203
C 1.8083 0.7048 0.4177
C 2.2762 0.4561 1.7270
C 3.6443 0.2816 1.9197
F 4.1858 0.0403 3.1535
C 4.5641 0.3130 0.8910
C 1.2639 0.4032 2.8093
C 1.5752 0.3720 4.1737
C 0.5591 0.4154 5.1122
C -0.7591 0.4653 4.6914
C -0.9989 0.4394 3.3276
N -0.0245 0.4115 2.4267
H 2.4141 0.9435 -1.6407
H 5.6150 0.1475 1.0796
H 2.5966 0.3126 4.5090
H 0.8018 0.4112 6.1684
H -1.5765 0.5119 5.3976
H -2.0030 0.4213 2.9220
C -0.4337 4.8804 -0.5115
S -1.6503 3.5434 -0.4318
O -2.9345 4.2130 -0.4242
O -1.3969 2.7248 -1.6149
O -1.3269 2.8432 0.8267
H -0.6843 5.5129 -1.3591
H 0.5532 4.4362 -0.6245
H -0.5206 5.4239 0.4265
N -7.3628 -1.0314 1.0327
C -6.2528 -0.9851 0.6800
N -5.0572 -0.9625 0.1898
C -3.9023 -0.6591 0.6234
N -2.7987 -0.4084 0.9356
C -3.0240 -0.5008 -3.3231
C -2.2676 -1.8008 -3.1279
O -1.1094 -1.5577 -2.3288
P -0.3785 -2.7116 -1.4017
O 0.3431 -1.9273 -0.3470
Te -1.6854 -4.5852 -0.9563
O 0.7557 -3.2613 -2.4667
C 1.8719 -2.4254 -2.7427
C 3.0226 -2.6712 -1.7798
H -3.8128 -0.6474 -4.0627
H -2.3529 0.2936 -3.6546
H -3.4800 -0.1746 -2.3884
H -1.9581 -2.2170 -4.0954
H -2.9040 -2.5410 -2.6415
H 1.5796 -1.3711 -2.6930
H 2.1794 -2.6499 -3.7688
H 2.7135 -2.3886 -0.7739
H 3.8889 -2.0691 -2.0663
H 3.3035 -3.7263 -1.7820
*
```

Computed properties:
Kohn-Sham gap in eV: 6.5
LUMO energy in hartree: 0.1589

The molecule C18H19F3N2O4S2. Source: the Open Molecules 2025 dataset; level of theory: ωB97M-V/def2-TZVPD.

```
! wB97M-V def2-TZVPD RIJCOSX def2/J DEFGRID3
* xyz 0 1
O -3.1978 -1.6526 -0.1669
S -2.5221 -1.4993 -1.4190
O -3.2548 -1.6646 -2.6303
N -1.1682 -2.4392 -1.4879
H -1.1967 -3.1477 -2.2030
C -0.5227 -2.8107 -0.2433
C -1.0855 -4.0987 0.3571
H -2.1471 -3.9648 0.5655
H -0.9717 -4.9144 -0.3636
C -0.3232 -4.4362 1.6475
N 1.1097 -4.5338 1.4515
H 1.3169 -5.3180 0.8398
C 1.6522 -3.3186 0.8816
C 0.9877 -2.9344 -0.4501
H 1.3903 -1.9910 -0.8221
H 1.1853 -3.7066 -1.1974
H 2.7268 -3.4536 0.7411
H 1.4967 -2.5163 1.6085
H -0.6778 -5.3832 2.0599
H -0.5019 -3.6509 2.3878
H -0.7256 -1.9837 0.4444
C -1.7079 0.1161 -1.3670
C -1.5853 0.6864 -0.1128
C -0.8936 1.8712 0.0484
C -0.3344 2.5135 -1.0386
C -0.4597 1.9517 -2.2995
C -1.1341 0.7445 -2.4653
C -1.2446 0.1592 -3.8528
F -0.9068 -1.1351 -3.9091
F -0.4083 0.7778 -4.7125
F -2.4627 0.2945 -4.3755
H -0.0260 2.4449 -3.1566
H 0.1961 3.4441 -0.9081
S -0.7852 2.5470 1.7299
O -0.6308 1.4272 2.6148
O -1.9042 3.4254 1.9144
C 0.7278 3.5135 1.7274
C 1.9407 2.8512 1.7475
C 3.1106 3.5927 1.7538
C 3.0503 4.9788 1.7419
C 1.8266 5.6301 1.7245
C 0.6536 4.8931 1.7158
H -0.3188 5.3597 1.7136
H 1.7858 6.7084 1.7235
H 3.9632 5.5541 1.7529
H 4.0662 3.0933 1.7749
H 1.9504 1.7733 1.7759
H -2.0389 0.2020 0.7376
*
```

Computed properties:
Kohn-Sham gap in eV: 8.8
LUMO energy in hartree: -0.0084
SMILES: O=S(=O)(NC1CCNCC1)c1cc(S(=O)(=O)c2ccccc2)ccc1C(F)(F)F

The molecule C18H19N3O2S in a non-equilibrium geometry. Source: the Open Molecules 2025 dataset; level of theory: ωB97M-V/def2-TZVPD.

```
! wB97M-V def2-TZVPD RIJCOSX def2/J DEFGRID3
* xyz 0 1
C -4.8983 -1.0624 -0.9499
H -5.2757 -0.7988 0.0353
H -5.7147 -0.9766 -1.6630
H -4.5738 -2.0995 -0.9310
C -3.7573 -0.1345 -1.3477
C -2.6236 -0.1026 -0.3159
N -1.6638 0.9189 -0.6825
C -1.3814 1.9662 0.1027
O -1.9795 2.2588 1.1152
C -0.1925 2.8012 -0.4145
N 1.0599 2.0889 -0.2468
N 1.7512 2.4222 0.8328
C 2.8825 1.8578 1.0868
C 3.4396 0.8776 0.2251
C 2.7009 0.5474 -0.9070
C 1.4272 1.1386 -1.1906
O 0.7027 0.8818 -2.1449
S 3.4852 -0.6477 -1.8686
C 4.7977 -0.6965 -0.7520
C 4.6525 0.1478 0.2986
H 5.3673 0.2556 1.0938
H 5.6165 -1.3615 -0.9467
H 3.3838 2.1813 1.9847
H -0.1298 3.7167 0.1737
H -0.3296 3.0205 -1.4762
H -1.0691 0.7384 -1.4866
H -3.0336 0.1962 0.6542
C -1.9088 -1.4583 -0.2042
C -0.5973 -1.3965 0.5341
C -0.4521 -0.6695 1.7103
C 0.7602 -0.6414 2.3768
C 1.8402 -1.3602 1.8943
C 1.7038 -2.0954 0.7298
C 0.4990 -2.1006 0.0499
H 0.4077 -2.6656 -0.8671
H 2.5393 -2.6649 0.3478
H 2.7825 -1.3495 2.4229
H 0.8575 -0.0590 3.2810
H -1.2845 -0.1131 2.1119
H -2.5695 -2.1599 0.3112
H -1.7278 -1.8453 -1.2100
H -3.3517 -0.4386 -2.3156
H -4.1425 0.8821 -1.4519
*
```

Computed properties:
Kohn-Sham gap in eV: 8.9
LUMO energy in hartree: 0.0017
SMILES: CC[C@@H](Cc1ccccc1)NC(=O)Cn1ncc2ccsc2c1=O

The molecule C18H19N3O2S in a non-equilibrium geometry. Source: the Open Molecules 2025 dataset; level of theory: ωB97M-V/def2-TZVPD.

```
! wB97M-V def2-TZVPD RIJCOSX def2/J DEFGRID3
* xyz 0 1
C 0.1498 -1.3442 4.8161
H 1.1985 -1.0758 4.8992
C -0.4311 -0.7349 3.5460
N 0.2435 -1.2938 2.3897
C -0.4819 -1.6252 1.2306
C -1.5803 -0.8863 0.8052
C -2.2064 -1.1690 -0.4012
C -1.7302 -2.2191 -1.1745
C -0.6482 -2.9702 -0.7472
C -0.0181 -2.6777 0.4475
H 0.8420 -3.2339 0.7822
H -0.2905 -3.7893 -1.3532
H -2.2071 -2.4479 -2.1163
C -3.3409 -0.3095 -0.8698
H -3.8690 -0.7773 -1.6965
H -4.0453 -0.1242 -0.0617
H -2.9602 0.6555 -1.2070
H -1.9384 -0.0593 1.4008
S 1.7616 -0.6600 2.0088
O 2.6353 -1.7273 1.6282
O 2.1642 0.1980 3.0826
C 1.3566 0.3023 0.5505
C 1.5804 -0.2414 -0.6999
C 1.0421 0.3640 -1.8193
C 0.2701 1.5151 -1.6748
C 0.0829 2.0782 -0.4119
C 0.6246 1.4660 0.7003
H 0.4879 1.8789 1.6872
H -0.5090 2.9757 -0.3309
N -0.3508 2.1166 -2.7677
C -0.1052 1.9356 -4.0916
C -0.9796 2.7390 -4.7748
C -1.7322 3.3757 -3.7715
N -1.3415 2.9962 -2.5775
H -2.5295 4.0834 -3.8813
H -1.0702 2.8578 -5.8345
H 0.6658 1.2862 -4.4502
H 1.1947 -0.0795 -2.7898
H 2.1625 -1.1453 -0.7745
H -0.3135 0.3541 3.5771
H -1.4932 -0.9789 3.4675
H -0.3854 -0.9704 5.6855
H 0.0644 -2.4272 4.7820
*
```

Computed properties:
Kohn-Sham gap in eV: 9.0
LUMO energy in hartree: 0.0095
SMILES: CCN(c1cccc(C)c1)S(=O)(=O)c1ccc(-n2cccn2)cc1

The molecule C18H19N3OS in a non-equilibrium geometry. Source: the Open Molecules 2025 dataset; level of theory: ωB97M-V/def2-TZVPD.

```
! wB97M-V def2-TZVPD RIJCOSX def2/J DEFGRID3
* xyz 0 1
C -0.9560 -1.9606 5.3339
N -0.5183 -1.5667 4.0140
C 0.5907 -2.3818 3.5632
C 1.0054 -2.0568 2.1589
C 2.2184 -2.5011 1.6518
C 2.5647 -2.2166 0.3341
C 1.6432 -1.4812 -0.4375
N 0.4926 -1.0617 0.0499
C 0.1715 -1.3291 1.3084
C -1.1373 -0.8035 1.8029
C -1.5914 -1.5747 3.0381
H -2.4642 -1.0858 3.4753
H -1.8806 -2.6033 2.7547
H -1.8792 -0.8541 1.0051
H -1.0024 0.2486 2.0676
S 2.0157 -1.0992 -2.1062
C 0.4999 -0.1968 -2.5675
C 0.7329 0.5523 -3.8770
O -0.4022 1.2903 -4.2581
C -0.6902 2.4678 -3.6253
C 0.0976 3.0831 -2.6596
C -0.3041 4.2908 -2.1111
C -1.4822 4.8939 -2.5081
C -2.2685 4.2810 -3.4715
C -1.8786 3.0800 -4.0260
H -2.4754 2.5902 -4.7792
H -3.1904 4.7427 -3.7927
H -1.7863 5.8336 -2.0730
H 0.3184 4.7595 -1.3630
H 1.0261 2.6456 -2.3274
H 1.6213 1.1914 -3.8011
H 0.8943 -0.1618 -4.6896
H -0.3094 -0.9184 -2.6748
H 0.2639 0.4814 -1.7484
C 3.7914 -2.6536 -0.2050
N 4.7935 -3.0178 -0.6272
H 2.9000 -3.0674 2.2711
H 1.4352 -2.2185 4.2408
H 0.3402 -3.4632 3.6038
H -0.1176 -1.8811 6.0247
H -1.3401 -2.9928 5.3670
H -1.7425 -1.2845 5.6644
*
```

Computed properties:
Kohn-Sham gap in eV: 8.8
LUMO energy in hartree: 0.0062
SMILES: CN1CCc2nc(SCCOc3ccccc3)c(C#N)cc2C1

A cluster of 5 separate species, C18H19N5O4 in total in a non-equilibrium geometry. Source: the Open Molecules 2025 dataset; level of theory: ωB97M-V/def2-TZVPD.

```
! wB97M-V def2-TZVPD RIJCOSX def2/J DEFGRID3
* xyz 0 1
C -1.5613 -0.5896 9.1218
C -1.1778 -0.8674 7.7338
N -0.8229 -1.1161 6.6729
H -1.2877 -1.4483 9.7288
H -2.6222 -0.3552 9.1620
H -1.0204 0.2832 9.4849
C 3.1216 0.1200 -3.8791
C 4.2280 0.9911 -3.5361
N 5.1015 1.6647 -3.2532
H 2.6514 0.6276 -4.7324
H 2.2992 0.0908 -3.1685
H 3.4683 -0.8577 -4.2001
C -4.6744 -1.0608 0.7675
C -5.5221 -2.2393 0.5002
N -6.2300 -3.1082 0.2713
H -4.8720 -0.3397 -0.0274
H -3.6109 -1.2652 0.6865
H -5.0217 -0.6730 1.7210
C 0.8752 3.1088 -3.4857
C 0.2340 2.0611 -2.8265
C -0.2458 0.9940 -3.5760
C -0.0813 0.9518 -4.9497
C 0.4272 2.0641 -5.6124
C 0.8905 3.1497 -4.8796
N -0.4769 -0.1988 -5.7413
O -1.2737 -0.9560 -5.2183
O 0.0014 -0.3704 -6.8350
H 1.4407 3.8290 -2.9093
H 0.3079 2.0084 -1.7500
H -0.6880 0.1547 -3.0543
H 0.5521 2.0831 -6.6864
H 1.3968 3.9778 -5.3550
C 1.2368 -1.0377 3.9985
C -0.0578 -0.8609 3.4699
C -0.1953 -0.7285 2.1304
C 0.9237 -0.8456 1.2814
C 2.1824 -1.0111 1.7986
C 2.3603 -1.0262 3.1767
N 0.6795 -0.8999 -0.1594
O -0.3944 -1.2700 -0.5696
O 1.6152 -0.5782 -0.8742
H 1.4428 -1.0240 5.0600
H -0.8467 -0.7804 4.2039
H -1.0691 -0.4503 1.5484
H 2.9870 -1.2577 1.1134
H 3.3288 -0.9435 3.6477
*
```

Computed properties:
Kohn-Sham gap in eV: 9.5
LUMO energy in hartree: -0.0242
SMILES: O=[N+]([O-])c1ccccc1.O=[N+]([O-])c1ccccc1.CC#N.CC#N.CC#N

A structure of composition C18H19NO10Sr in a non-equilibrium geometry. Source: the Open Molecules 2025 dataset; level of theory: ωB97M-V/def2-TZVPD.

```
! wB97M-V def2-TZVPD RIJCOSX def2/J DEFGRID3
* xyz -2 1
Sr 15.4706 2.0662 28.9598
C 8.5644 0.8305 31.4921
C 9.7446 1.0213 30.7043
C 9.5475 1.2356 29.1273
O 10.5675 1.6216 28.3999
C 8.2254 1.2164 28.5947
C 7.1818 1.0351 29.4438
C 7.3696 0.8005 30.9207
O 6.3191 0.5776 31.7102
O 5.9894 1.0775 28.8953
O 10.8135 1.1853 31.2465
H 8.6546 0.7647 32.5663
H 8.0560 1.3031 27.5316
C 15.8777 -0.4391 22.2382
C 16.1804 -0.2880 23.6473
C 16.0620 -1.6222 24.5635
O 16.1021 -1.5335 25.7992
C 15.8490 -2.8729 23.8013
C 15.6860 -2.9522 22.4616
C 15.7097 -1.7107 21.6111
O 15.3898 -1.5275 20.3605
O 15.5483 -4.0559 21.9151
O 16.3447 0.7879 24.2683
H 15.8549 0.4519 21.6283
H 15.7686 -3.8027 24.3448
C 19.8538 3.1803 28.3008
O 18.8268 3.1824 29.3676
C 19.4731 3.5575 30.5803
C 18.5799 3.5884 31.8680
N 17.3497 4.3685 31.5970
C 17.4920 5.7009 31.1594
C 16.1372 6.2683 30.5951
O 15.8307 5.5439 29.4126
C 14.5953 5.8866 28.7839
H 20.5779 2.3911 28.5033
H 20.3595 4.1316 28.1355
H 19.4792 2.8269 27.3401
H 20.0504 4.4800 30.6413
H 20.1477 2.7365 30.8232
H 19.0773 4.0007 32.7458
H 18.4190 2.5239 32.0384
H 16.7792 4.2375 32.4201
H 18.2270 5.8222 30.3636
H 17.7613 6.2310 32.0729
H 16.1173 7.3341 30.3675
H 15.3894 6.2187 31.3865
H 14.4520 6.9342 28.5192
H 13.8409 5.7088 29.5503
H 14.4127 5.2331 27.9309
*
```

Computed properties:
Kohn-Sham gap in eV: 1.7
LUMO energy in hartree: 0.0202

The molecule C18H19NO2S. Source: the Open Molecules 2025 dataset; level of theory: ωB97M-V/def2-TZVPD.

```
! wB97M-V def2-TZVPD RIJCOSX def2/J DEFGRID3
* xyz 0 1
C -3.2853 2.7883 0.9539
H -2.8169 1.8950 1.3793
O -3.4680 2.6665 -0.4373
C -2.3739 2.5011 -1.2263
C -2.6229 2.3746 -2.5956
C -1.5781 2.1904 -3.4745
C -0.2730 2.1155 -3.0108
C -0.0126 2.2465 -1.6554
C -1.0652 2.4421 -0.7662
H -0.8365 2.5401 0.2840
C 1.3754 2.0816 -1.1028
H 2.1184 2.0667 -1.9009
H 1.6186 2.8787 -0.4000
C 1.4009 0.7552 -0.3351
O 1.5543 0.6926 0.8620
N 1.2076 -0.3038 -1.1563
H 0.9978 -0.0927 -2.1212
C 0.8918 -1.6718 -0.7558
C 1.5287 -2.0149 0.5695
C 2.9032 -2.2310 0.5799
C 3.5761 -2.5704 1.7359
C 2.8697 -2.7122 2.9200
C 1.5084 -2.4985 2.9324
C 0.8327 -2.1418 1.7681
S -0.9050 -1.9010 1.9359
C -1.3056 -1.1333 0.3378
C -0.6260 -1.8901 -0.7853
H -1.0173 -1.5446 -1.7468
H -0.8381 -2.9573 -0.6907
H -2.3910 -1.1716 0.2518
H -0.9821 -0.0928 0.3659
H 0.9426 -2.5942 3.8469
H 3.3808 -2.9811 3.8321
H 4.6440 -2.7259 1.7140
H 3.4481 -2.1222 -0.3476
H 1.3437 -2.3224 -1.5189
H 0.5400 1.9705 -3.7083
H -1.7781 2.0980 -4.5316
H -3.6436 2.4265 -2.9386
H -4.2840 2.9033 1.3718
H -2.6851 3.6685 1.2046
*
```

Computed properties:
Kohn-Sham gap in eV: 8.4
LUMO energy in hartree: 0.0229
SMILES: COc1cccc(CC(=O)N[C@@H]2CCSc3ccccc32)c1

A structure of composition C18H20AsCl5GdN3O6S in a non-equilibrium geometry. Source: the Open Molecules 2025 dataset; level of theory: ωB97M-V/def2-TZVPD.

```
! wB97M-V def2-TZVPD RIJCOSX def2/J DEFGRID3
* xyz 0 8
Gd -0.1891 0.0526 -0.1947
C 0.1688 1.4989 3.2151
C 1.5221 0.9388 2.7338
N 1.7776 1.2059 1.3192
C 1.9858 2.6241 0.9826
C 1.3343 3.0645 -0.3314
N -0.0588 2.6242 -0.4995
C -1.0877 3.3432 0.2548
C -1.0343 3.0991 1.7580
N -0.8026 1.6969 2.1331
H 0.3233 2.4379 3.7555
H -0.2451 0.7970 3.9396
H 1.5362 -0.1474 2.8449
H 2.3156 1.3362 3.3799
H 2.6115 0.6884 1.0581
H 3.0545 2.8441 0.9002
H 1.6281 3.2358 1.8099
H 1.8942 2.6401 -1.1627
H 1.4056 4.1593 -0.3856
H -0.2984 2.6753 -1.4863
H -2.0500 3.0162 -0.1368
H -1.0220 4.4277 0.0885
H -1.9737 3.4676 2.1827
H -0.2548 3.7139 2.2063
H -1.6839 1.2661 2.3752
Cl -1.1333 -1.6696 2.1949
C -2.6794 -1.0421 1.5686
C -2.6595 -0.1552 0.5200
C -3.8799 0.3027 0.0652
Cl -3.9328 1.3857 -1.2964
C -5.0853 -0.1045 0.6381
Cl -6.5986 0.4649 0.0465
C -5.0615 -1.0048 1.7062
Cl -6.5324 -1.5361 2.4248
C -3.8446 -1.4887 2.1887
Cl -3.8134 -2.6037 3.4993
O 1.6986 -1.5505 0.3793
As 2.6570 -1.0182 -1.0938
O 4.1920 -0.7790 -0.6448
O 1.6533 0.2712 -1.4723
C 2.3712 -2.4239 -2.3752
C 3.3131 -3.4509 -2.3334
C 3.2416 -4.5313 -3.1979
C 2.2275 -4.5830 -4.1407
C 1.2950 -3.5585 -4.2152
C 1.3591 -2.4855 -3.3370
S -0.9871 -1.4649 -2.6175
O 0.4428 -1.4716 -3.5098
O -0.5135 -2.0167 -1.2998
O -1.1416 0.0045 -2.3743
H 1.7688 -2.5069 0.4858
H 4.1299 -3.3891 -1.6224
H 3.9807 -5.3186 -3.1415
H 2.1662 -5.4159 -4.8287
H 0.5088 -3.5662 -4.9572
*
```

Computed properties:
Kohn-Sham gap (spin up / spin down) in eV: 9.4 / 6.6
LUMO energy (spin up / spin down) in hartree: 0.0080 / -0.0891

A structure of composition C18H20BrO2P2PdS3. Source: the Open Molecules 2025 dataset; level of theory: ωB97M-V/def2-TZVPD.

```
! wB97M-V def2-TZVPD RIJCOSX def2/J DEFGRID3
* xyz 1 1
Pd -2.1536 -0.0649 0.8391
C -1.7488 3.5029 -0.3301
P -1.1874 2.1150 0.6635
C -0.8103 2.7443 2.3143
C 0.7000 -0.2074 -1.3554
C 1.5270 0.3000 -2.3411
C 1.4508 -0.2115 -3.6287
C 0.5454 -1.2217 -3.9306
C -0.2917 -1.7225 -2.9481
C -0.2035 -1.2257 -1.6486
P -1.2874 -1.7893 -0.3272
C -2.7069 -2.5600 -1.1863
C -0.6933 -3.1527 0.6978
H -1.9204 3.1728 -1.3530
H -1.0258 4.3189 -0.3207
H -2.6933 3.8489 0.0930
H -1.7370 3.0598 2.7967
H -0.1204 3.5879 2.2570
H -0.3609 1.9450 2.9035
H 2.2308 1.0866 -2.1005
H 2.0980 0.1782 -4.4029
H 0.4917 -1.6171 -4.9355
H -0.9990 -2.5017 -3.1966
H -2.3713 -3.4757 -1.6782
H -3.1389 -1.8849 -1.9225
H -3.4624 -2.8141 -0.4443
H -0.1459 -3.8469 0.0548
H -1.5586 -3.6761 1.1041
H -0.0436 -2.8068 1.4939
S -6.4706 0.3031 2.3117
C -4.9501 0.0499 1.8326
S -4.2845 0.3324 0.2341
S -3.5997 -0.5277 2.7708
Br 6.3691 0.2079 2.5222
C 4.6368 0.2625 1.7743
C 4.0763 1.4801 1.4278
C 2.8020 1.5151 0.8793
C 2.0897 0.3403 0.6868
C 2.6710 -0.8762 1.0263
C 3.9403 -0.9215 1.5722
C 0.7010 0.3369 0.0722
O 0.2230 1.6967 -0.0090
O -0.1116 -0.4733 0.8452
H 4.6295 2.3959 1.5818
H 2.3707 2.4668 0.6016
H 2.1348 -1.8026 0.8618
H 4.3890 -1.8674 1.8410
*
```

Computed properties:
Kohn-Sham gap (spin up / spin down) in eV: 5.5 / 5.3
LUMO energy (spin up / spin down) in hartree: -0.2114 / -0.2178